(1)
This record from the OMol25 dataset describes a structure of composition C43H44N5O3P2SV. The level of theory is the ωB97M-V functional and the def2-TZVPD basis.

E_HOMO (alpha / beta), eV: -15.7 / -15.7
Charge: +3
Kohn-Sham gap (alpha / beta), eV: 6.20 / 6.76
Relative energy (zero: lowest compared OMol25 entry of this formula, charge and spin), eV: 0.345
E_LUMO (alpha / beta), eV: -9.524 / -8.963
<S²>: 0.779
Spin multiplicity: 2

```
99
Properties=species:S:1:pos:R:3:forces:R:3
V -0.92982 -0.72402 -0.55163 0.13 0.09 -0.25
O -3.75592 -0.61779 1.15886 0.10 0.15 0.02
S -2.64114 0.33016 0.93226 -0.24 -0.38 0.04
C -2.00516 0.78821 2.50886 -0.03 0.07 0.04
C -2.80120 1.49360 3.40502 0.10 -0.02 0.01
C -2.39681 1.56759 4.72726 -0.01 0.02 0.00
C -1.24765 0.90386 5.14606 -0.01 0.01 0.02
C -0.46806 0.19839 4.24262 0.01 0.00 -0.03
C -0.82398 0.16024 2.89450 0.06 0.12 -0.02
P 0.24344 -0.66734 1.67900 -0.17 0.03 0.19
C 1.81343 0.21509 1.59207 0.09 -0.01 -0.06
C 2.21488 1.12691 2.56683 -0.05 0.08 -0.04
C 3.50433 1.63758 2.54416 0.00 0.01 0.00
C 4.39474 1.24830 1.55486 0.02 0.00 0.00
C 3.99067 0.35647 0.56999 -0.03 0.05 0.03
C 2.70508 -0.15853 0.58398 0.02 -0.02 -0.03
C 0.55706 -2.26189 2.45769 0.04 -0.04 -0.13
C 1.85484 -2.71485 2.67631 0.00 -0.02 0.02
C 2.05666 -3.92894 3.31756 -0.01 0.00 0.00
C 0.97364 -4.69385 3.72380 0.01 -0.01 0.00
C -0.32475 -4.23904 3.51615 0.00 0.00 0.00
C -0.53419 -3.02246 2.89066 -0.05 -0.01 0.01
C -3.24940 1.78480 0.14772 -0.08 0.06 0.02
C -4.52488 2.23419 0.46881 0.04 0.01 -0.07
C -5.00354 3.36681 -0.17202 -0.01 0.00 0.01
C -4.21742 4.01316 -1.11756 -0.02 0.01 0.01
C -2.95891 3.52942 -1.45106 0.01 0.00 -0.03
C -2.45140 2.39449 -0.82469 -0.01 -0.08 0.04
P -0.80655 1.68895 -1.22374 -0.08 0.20 0.18
C -0.53888 1.96788 -2.98742 0.03 0.03 -0.01
C -0.59708 0.93793 -3.92434 0.03 -0.05 0.00
C -0.47920 1.20361 -5.27853 0.00 0.04 0.00
C -0.28221 2.50905 -5.71078 0.00 -0.03 -0.02
C -0.17954 3.53801 -4.78545 0.00 0.01 0.02
C -0.30490 3.27263 -3.43018 0.00 0.02 -0.02
C 0.35420 2.74009 -0.33507 -0.10 0.10 0.11
C 1.63646 2.95707 -0.83677 0.07 -0.13 0.02
C 2.47749 3.85645 -0.20140 0.02 -0.02 0.00
C 2.04838 4.53393 0.93234 -0.02 0.01 0.02
C 0.78371 4.29457 1.45376 0.06 0.00 0.00
C -0.06310 3.39706 0.82485 -0.02 0.01 0.01
H -3.72499 1.95971 3.09134 -0.01 -0.01 -0.02
H -2.99475 2.11740 5.44146 0.00 -0.01 0.00
H -0.96242 0.93336 6.18927 0.00 -0.01 0.00
H 0.40973 -0.33451 4.58724 0.03 0.03 -0.01
H 1.53785 1.45106 3.34362 -0.03 -0.01 0.02
H 3.81586 2.33470 3.31050 -0.01 0.01 0.00
H 5.40462 1.63689 1.55415 0.00 0.01 -0.01
H 4.68996 0.05904 -0.20229 0.01 -0.01 0.01
H 2.40307 -0.89285 -0.14986 -0.02 -0.01 0.02
H 2.70404 -2.12434 2.36104 0.00 -0.01 -0.01
H 3.06457 -4.27365 3.50564 0.00 0.00 -0.01
H 1.13773 -5.64042 4.22127 0.00 0.00 0.01
H -1.16702 -4.82173 3.86437 0.00 0.00 0.00
H -1.54847 -2.64338 2.80076 0.00 0.01 -0.02
H -5.13766 1.69142 1.17733 0.00 -0.01 0.00
H -5.99391 3.73693 0.05624 0.00 0.00 0.00
H -4.59639 4.89457 -1.61745 0.00 0.00 -0.01
H -2.38885 4.03416 -2.21775 0.00 -0.01 0.00
H -0.67055 -0.09548 -3.61055 -0.05 0.00 0.04
H -0.53278 0.39622 -5.99704 0.00 0.00 0.00
H -0.19177 2.72067 -6.76777 0.00 0.00 0.00
H 0.00121 4.55148 -5.11739 0.00 0.00 0.00
H -0.20018 4.08460 -2.72139 0.01 0.00 0.01
H 1.96988 2.43189 -1.72321 -0.02 0.02 -0.04
H 3.46468 4.04387 -0.60265 0.00 -0.01 0.00
H 2.69843 5.25780 1.40600 0.01 -0.01 0.01
H 0.45002 4.82384 2.33632 0.00 0.00 0.00
H -1.05566 3.23945 1.23047 -0.01 0.04 -0.05
N 2.36690 -0.10082 -2.94952 0.00 -0.02 0.06
C 1.99339 -1.42941 -3.38038 0.18 0.00 0.20
C 0.89427 -2.06145 -2.57138 -0.20 0.14 0.25
O 0.32363 -3.06908 -2.75875 -0.04 -0.02 -0.04
O 0.38255 -1.22885 -1.45810 -0.01 -0.30 -0.63
H 2.75729 0.41815 -3.72618 -0.03 0.02 -0.02
H 3.07704 -0.13681 -2.22900 0.02 0.02 0.00
H 2.80331 -2.16795 -3.37388 -0.05 -0.04 -0.04
H 1.60477 -1.41278 -4.40061 0.03 0.03 -0.02
N -2.68586 -0.72193 -1.86065 0.12 -0.21 0.04
C -3.58845 -1.90060 -1.64600 0.01 0.06 -0.01
C -2.70071 -3.04701 -1.23647 0.08 -0.03 0.03
N -1.88333 -2.56631 -0.08288 -0.04 0.12 0.16
H -3.23206 0.13709 -1.91276 -0.01 0.00 0.04
H -2.27852 -0.82579 -2.78859 0.02 0.09 -0.07
H -4.14547 -2.12299 -2.55506 0.01 -0.02 0.00
H -4.28776 -1.64642 -0.85416 -0.02 0.00 0.00
H -2.01342 -3.32842 -2.03490 -0.01 -0.01 0.00
H -3.28169 -3.92499 -0.95636 -0.02 0.01 0.00
H -1.18750 -3.26622 0.17478 0.02 0.04 0.06
H -2.50541 -2.44969 0.72039 0.00 -0.03 0.02
N 3.92428 -4.67090 -0.47654 -0.09 -0.02 0.03
C 2.77873 -5.40403 -0.29866 0.07 0.01 -0.02
C 1.77187 -4.49082 -0.26362 -0.05 0.06 0.02
N 2.26930 -3.21160 -0.41026 0.13 -0.24 -0.17
C 3.56905 -3.37018 -0.53986 0.07 0.02 0.07
H 4.85995 -5.03727 -0.54234 0.02 -0.01 -0.02
H 2.78594 -6.47713 -0.22402 0.00 0.00 0.01
H 0.72039 -4.69278 -0.13626 0.00 0.01 -0.02
H 4.29791 -2.58343 -0.66303 -0.01 0.00 0.01
```
Forces are in eV/Å.



(2)
This record from the OMol25 dataset describes a cluster of 2 separate species, C35H28O3 in total in a non-equilibrium geometry. The level of theory is the ωB97M-V functional and the def2-TZVPD basis.

E_HOMO, eV: -6.7
Charge: 0
Kohn-Sham gap, eV: 4.11
E_LUMO, eV: -2.613

```
66
Properties=species:S:1:pos:R:3:forces:R:3
C -0.89340 -1.00135 -4.28086 -0.06 0.17 0.08
C -0.94854 -1.65147 -3.04039 -0.09 0.04 -0.05
C -0.39176 -1.07170 -1.90007 0.60 0.63 -0.58
C 0.31027 0.14348 -2.02431 -0.80 0.24 -0.17
C 0.95399 0.83516 -0.88578 -0.21 1.20 0.35
C -0.01308 1.51537 -0.02814 1.36 -0.94 -0.78
C 0.42127 2.64999 0.87510 -0.53 -0.23 -0.38
C 0.49058 3.86712 0.20999 0.10 0.47 0.26
C 0.70469 5.04431 0.91803 -0.02 -0.24 0.09
C 0.84587 4.98756 2.31167 -0.04 -0.17 -0.04
C 0.77391 3.75429 2.97954 -0.02 0.15 -0.20
C 0.55109 2.57218 2.25869 0.13 0.42 -0.16
O -1.22428 1.24683 -0.10207 -0.27 0.18 0.56
C 2.27160 1.45897 -1.08847 0.18 0.01 0.51
C 2.97524 1.39997 -2.45505 0.15 -0.08 0.44
C 3.14593 0.20667 -3.16055 0.14 0.28 -0.25
C 3.82575 0.20960 -4.38289 -0.06 0.17 0.16
C 4.34562 1.40308 -4.89553 -0.07 0.02 0.05
C 4.18998 2.59653 -4.17974 -0.18 -0.27 0.10
C 3.51910 2.59124 -2.95597 -0.13 -0.27 -0.13
O 2.86681 2.08179 -0.20052 -0.32 -0.31 -0.47
C 0.23593 0.85696 -3.23747 -0.13 -0.42 0.01
C -0.34623 0.28538 -4.36598 0.12 -0.01 0.25
H -1.31762 -1.47008 -5.17364 0.11 0.12 0.37
H -1.44628 -2.61712 -2.95583 0.07 0.17 -0.09
H -0.48216 -1.52168 -0.90624 0.12 -0.07 -0.44
H 0.38036 3.86702 -0.87531 0.01 0.11 0.26
H 0.74773 5.98717 0.36674 0.04 -0.22 0.36
H 1.00674 5.91234 2.87252 -0.04 -0.37 -0.12
H 0.88272 3.72152 4.06720 -0.01 0.01 -0.37
H 0.50417 1.59876 2.75597 0.05 0.37 -0.02
H 2.70796 -0.70993 -2.76868 0.15 0.15 -0.13
H 3.91885 -0.71910 -4.94748 0.06 0.25 0.15
H 4.86439 1.40537 -5.86041 -0.21 0.00 0.39
H 4.56888 3.53791 -4.57438 0.00 -0.24 0.04
H 3.37985 3.51455 -2.39239 0.10 -0.27 -0.09
H 0.66267 1.87166 -3.26233 -0.31 -0.63 -0.16
H -0.35882 0.86625 -5.29148 -0.08 -0.36 0.18
C -6.52519 -1.89080 1.86361 0.13 0.21 0.20
O -5.70695 -0.72961 2.11300 1.11 -0.10 0.27
C -4.37634 -0.86821 2.29271 -0.36 0.00 -0.57
C -3.57590 0.30106 2.28994 -0.76 -0.29 0.25
C -2.21635 0.20029 2.19651 0.00 0.65 -0.66
C -1.57109 -1.06292 2.03251 0.86 -0.41 -0.28
C -0.22543 -1.17577 1.59085 -1.04 0.93 1.95
C 0.54860 -2.34556 1.92228 0.43 -1.89 -0.49
C 1.66745 -2.29498 2.79514 -0.61 0.22 -0.43
C 2.20952 -3.48114 3.28818 -0.02 -0.22 -0.23
C 1.71574 -4.72893 2.87664 -0.36 0.39 -0.07
C 0.64723 -4.78262 1.97316 0.24 0.06 -0.09
C 0.09837 -3.60943 1.46491 0.12 0.27 0.57
C -2.37554 -2.20653 2.36146 -0.58 -0.38 -0.09
C -3.75087 -2.12853 2.45079 0.44 -0.23 0.05
H -7.48493 -1.46464 1.58289 0.01 -0.19 0.01
H -6.12548 -2.50198 1.04946 0.04 0.19 0.07
H -6.63361 -2.50166 2.76520 0.02 0.14 -0.08
H -4.09120 1.25609 2.32447 0.23 -0.07 -0.01
H -1.61837 1.10402 2.23009 -0.15 -0.16 -0.26
H 0.30616 -0.30654 1.19750 -0.16 -0.04 0.21
H 2.04420 -1.31562 3.10733 -0.07 -0.42 -0.04
H 3.03086 -3.44715 4.00303 -0.17 0.08 -0.22
H 2.14698 -5.65604 3.25933 -0.12 0.36 -0.06
H 0.22197 -5.73815 1.66651 0.27 0.19 0.01
H -0.72538 -3.63652 0.74726 0.35 -0.10 0.19
H -1.91919 -3.18515 2.49338 -0.08 0.32 -0.06
H -4.34503 -3.02961 2.63838 0.32 0.42 -0.11
```
Forces are in eV/Å.



(3)
This record from the OMol25 dataset describes an isolated molecule of C5H7N3 in a non-equilibrium geometry. The level of theory is the ωB97M-V functional and the def2-TZVPD basis.

E_HOMO (alpha / beta), eV: -5.4 / -9.2
Charge: 0
Kohn-Sham gap (alpha / beta), eV: 6.23 / 7.94
Relative energy (zero: lowest compared OMol25 entry of this formula, charge and spin), eV: 1.695
E_LUMO (alpha / beta), eV: 0.874 / -1.248
<S²>: 2.026
Spin multiplicity: 3

```
15
Properties=species:S:1:pos:R:3:forces:R:3
C 0.39001 2.05972 0.28368 1.58 1.49 0.72
C 0.15258 1.34015 -0.88526 -0.31 -0.86 1.22
C 0.10710 0.34205 1.72268 -0.97 -3.99 0.76
C -0.06813 -0.67745 0.70799 1.04 4.56 -2.08
C -0.07442 -1.98084 0.87227 -0.97 -2.86 -3.61
N 0.50094 1.57087 1.52818 0.30 3.70 -1.65
N 0.05708 0.00329 -0.89491 0.21 -1.56 4.52
N -0.10823 -0.72312 -2.08090 -0.15 2.30 0.34
H 0.71818 3.16323 0.12252 -0.88 -1.91 0.42
H -0.09445 1.75154 -1.79296 -0.08 1.50 -1.99
H -0.00034 0.05376 2.83867 0.11 -0.04 -2.10
H -0.27372 -2.78478 0.09090 0.46 1.45 0.79
H -0.10850 -2.37060 1.81221 0.03 -0.79 2.62
H -0.81464 -0.16258 -2.64886 0.61 -1.70 0.86
H -0.38348 -1.58524 -1.67620 -0.99 -1.30 -0.84
```
Forces are in eV/Å.



Among the records above, which one has the highest charge? C43H44N5O3P2SV